No. 1
The following is a DFT calculation (ωB97M-V/def2-TZVPD) of one molecule with the formula C17H18BrClN2O5 in a non-equilibrium geometry.

Values from the calculation:
structure (SMILES)	CC1=C(C(=O)OCCCCCl)[C@@H](c2cc3c(cc2Br)OCO3)NC(=O)N1
E	-4178.58013	Eh
Kohn-Sham gap	9.020	eV
net charge	0
E_HOMO	-8.51	eV
F_max	1.3	eV Å⁻¹

Positions of all 44 atoms, in Å:
C -2.71 -1.32 -3.37
C -1.48 -1.73 -2.64
C -0.60 -0.86 -2.07
C -0.83 0.58 -2.07
O -1.79 1.15 -2.54
O 0.18 1.22 -1.44
C 0.04 2.62 -1.23
C 0.37 2.94 0.23
C 1.86 2.74 0.51
C 2.19 2.85 1.99
Cl 1.82 4.47 2.62
C 0.61 -1.36 -1.33
C 0.50 -1.10 0.17
C -0.77 -1.03 0.77
C -0.84 -0.78 2.11
C 0.31 -0.61 2.89
C 1.56 -0.69 2.34
C 1.62 -0.93 0.96
Br 3.36 -1.05 0.21
O -0.04 -0.36 4.18
C -1.46 -0.40 4.21
O -1.94 -0.66 2.91
N 0.82 -2.78 -1.57
C -0.08 -3.65 -2.04
O 0.08 -4.85 -2.07
N -1.25 -3.08 -2.55
H -2.46 -0.62 -4.16
H -3.38 -0.80 -2.70
H -3.22 -2.19 -3.79
H 0.72 3.14 -1.90
H -0.99 2.91 -1.47
H -0.21 2.27 0.87
H 0.08 3.97 0.44
H 2.16 1.75 0.16
H 2.44 3.49 -0.04
H 3.26 2.68 2.17
H 1.61 2.14 2.58
H 1.50 -0.82 -1.70
H -1.66 -1.17 0.18
H 2.45 -0.56 2.93
H -1.79 -1.20 4.89
H -1.85 0.57 4.56
H 1.67 -3.18 -1.21
H -1.89 -3.72 -2.97

These are the Löwdin partial charges, in e, on atoms 1 to 8: 0.002 -0.212 -0.067 -0.438 0.095 -0.011 -0.151 -0.180

No. 2
The following is a DFT calculation (ωB97M-V/def2-TZVPD) of C17H18BrN5O3SSm as an isolated structure in a non-equilibrium geometry.

Values from the calculation:
E	-4788.23334	Eh
Kohn-Sham gap (spin up / spin down)	7.833 / 7.877	eV
net charge	+1
E_HOMO (spin up / spin down)	-11.00 / -11.00	eV
F_max	1.6	eV Å⁻¹
energy relative to the best compared isomer or geometry (same formula, charge and spin)	52.67	kJ/mol
spin multiplicity	6

Positions of all 46 atoms, in Å:
Sm 0.20 0.69 0.10
C 1.04 -3.71 -0.52
C 0.25 -2.44 -0.41
N 0.33 -1.67 0.61
N 1.14 -2.13 1.63
C 1.27 -1.28 2.63
N 1.94 -1.76 3.69
S 0.79 0.41 2.76
C -0.73 -2.04 -1.48
C -1.27 -2.95 -2.36
C -2.24 -2.53 -3.26
C -2.64 -1.21 -3.26
C -2.05 -0.34 -2.35
N -1.12 -0.76 -1.49
H 2.10 -3.46 -0.47
H 0.85 -4.24 -1.45
H 0.84 -4.36 0.32
H 2.14 -2.75 3.72
H 2.03 -1.21 4.52
H -0.95 -3.99 -2.34
H -2.68 -3.24 -3.95
H -3.39 -0.83 -3.94
H -2.29 0.71 -2.32
Br -3.74 0.02 1.55
C -3.32 1.69 0.81
C -4.30 2.67 0.74
C -3.96 3.89 0.19
C -2.68 4.12 -0.29
C -1.79 3.09 -0.17
N -2.09 1.89 0.37
C -0.35 2.95 -0.59
O 0.50 2.98 0.35
O -0.15 2.27 -1.63
H -5.29 2.48 1.12
H -4.71 4.67 0.13
H -2.38 5.07 -0.74
C 4.21 -0.49 1.08
C 3.41 0.58 0.45
C 3.78 2.01 0.68
O 2.45 0.29 -0.28
H 4.33 -0.27 2.14
H 5.22 -0.45 0.64
H 3.76 -1.47 0.92
H 4.71 2.09 1.23
H 2.98 2.50 1.23
H 3.87 2.51 -0.29

These are the Löwdin partial charges, in e, on atoms 1 to 8: 1.629 -0.013 -0.268 -0.121 -0.003 -0.863 0.082 0.552

No. 3
The following is a DFT calculation (ωB97M-V/def2-TZVPD) of C17H18CaF12N2O20S4 as an isolated structure in a non-equilibrium geometry.

Values from the calculation:
E	-5741.40152	Eh
Kohn-Sham gap	5.236	eV
net charge	0
E_HOMO	-9.46	eV
F_max	5.2	eV Å⁻¹

Positions of all 74 atoms, in Å:
Ca 0.62 -0.58 -0.78
C -2.16 4.49 0.49
F -2.80 3.31 0.80
F -3.03 5.41 0.11
F -1.47 4.99 1.55
S -0.84 4.15 -0.96
O -0.67 5.26 -1.84
O 0.34 3.90 -0.17
N -1.40 2.63 -1.69
S -2.26 3.29 -2.90
O -3.12 4.39 -2.57
O -1.52 3.52 -4.09
C -3.53 1.90 -3.18
F -4.13 1.77 -1.97
F -4.40 2.22 -4.06
F -2.87 0.84 -3.62
C 1.34 -6.34 -2.57
F 0.94 -7.59 -2.76
F 2.57 -6.26 -2.08
F 1.25 -5.65 -3.75
S 0.17 -5.47 -1.23
O -0.69 -4.54 -1.93
O -0.47 -6.54 -0.46
N 1.29 -4.46 -0.31
S 1.70 -5.36 0.92
O 1.04 -4.87 2.17
O 1.88 -6.81 0.66
C 3.48 -4.82 1.35
F 3.40 -3.59 1.86
F 3.86 -5.68 2.29
F 4.36 -4.92 0.39
C 0.89 1.93 7.31
C -0.32 1.04 7.45
O -0.44 0.38 6.24
C 0.39 0.89 5.39
O 0.57 0.54 4.22
O 1.08 1.89 5.89
H 1.79 1.60 7.82
H 0.53 2.94 7.49
H -1.28 1.52 7.57
H -0.10 0.30 8.22
C 2.04 1.77 -8.42
C 3.49 1.78 -8.09
O 3.55 1.35 -6.70
C 2.40 0.69 -6.43
O 2.16 0.20 -5.32
O 1.62 0.76 -7.49
H 1.94 1.48 -9.47
H 1.53 2.70 -8.19
H 3.86 2.80 -8.13
H 4.13 1.21 -8.76
C 6.83 4.29 0.02
C 6.52 4.43 -1.45
O 5.60 3.42 -1.78
C 5.58 2.52 -0.79
O 4.72 1.58 -0.80
O 6.34 2.95 0.28
H 6.25 4.96 0.66
H 7.90 4.27 0.21
H 7.50 4.40 -1.92
H 6.09 5.37 -1.80
C -8.30 -2.97 3.50
C -6.91 -2.25 3.65
C -5.95 -2.93 4.56
O -4.74 -2.82 3.82
C -4.87 -2.35 2.58
O -3.95 -2.04 1.85
O -6.17 -2.26 2.38
H -8.93 -2.48 2.76
H -8.77 -2.84 4.48
H -8.20 -4.03 3.29
H -7.11 -1.22 3.92
H -6.28 -3.94 4.80
H -5.78 -2.43 5.51

These are the Löwdin partial charges, in e, on atoms 1 to 8: 1.835 -0.567 0.084 0.143 0.111 0.628 -0.282 -0.354

No. 4
The following is a DFT calculation (ωB97M-V/def2-TZVPD) of C17H18Cl3N5O7P2PdS as an isolated structure.

Values from the calculation:
E	-4047.96702	Eh
Kohn-Sham gap (spin up / spin down)	6.697 / 6.425	eV
net charge	+2
E_HOMO (spin up / spin down)	-12.31 / -14.26	eV
F_max	0.7	eV Å⁻¹
energy relative to the best compared isomer or geometry (same formula, charge and spin)	0.00	kJ/mol
spin multiplicity	5

Positions of all 54 atoms, in Å:
Pd -0.60 0.80 -0.29
N -1.03 -0.48 4.41
C -0.74 -0.03 3.18
S -0.42 1.69 3.30
N -0.73 -1.00 2.27
N -0.47 -0.85 1.01
C -0.66 -2.11 0.29
C -0.12 -3.31 0.85
C -0.79 -4.54 0.75
C -0.25 -5.69 1.30
C 0.97 -5.63 1.96
C 1.64 -4.42 2.09
C 1.10 -3.27 1.55
C -1.40 -1.95 -0.90
C -1.64 -2.97 -1.85
C -2.40 -2.70 -2.96
C -2.91 -1.42 -3.16
C -2.58 -0.44 -2.26
N -1.85 -0.69 -1.17
H -1.13 0.12 5.21
H -1.19 -1.47 4.52
H -1.77 -4.58 0.29
H -0.79 -6.62 1.23
H 1.39 -6.53 2.39
H 2.59 -4.38 2.60
H 1.64 -2.34 1.64
H -1.20 -3.94 -1.70
H -2.58 -3.49 -3.68
H -3.52 -1.18 -4.02
H -2.89 0.59 -2.39
C 2.41 2.25 -0.24
C 1.74 2.83 -1.49
O 2.62 3.82 -1.95
P 1.46 1.46 -2.68
O 2.92 1.09 -3.10
O 0.78 2.18 -3.91
O 0.64 0.35 -2.09
P 0.08 3.58 -1.12
O 0.13 4.87 -1.99
O 0.18 4.13 0.39
O -1.11 2.70 -1.28
H 3.40 1.92 -0.54
H 1.89 1.40 0.20
H 2.53 3.04 0.50
H 2.32 4.21 -2.79
H 3.11 0.19 -3.41
H 0.03 1.73 -4.33
H -0.65 5.45 -2.00
Cl -1.53 4.64 3.56
C 0.02 4.66 2.70
Cl 0.28 6.26 2.04
Cl 1.37 4.24 3.75
C -0.05 3.56 1.59
N -0.25 2.31 1.72

These are the Löwdin partial charges, in e, on atoms 1 to 8: 1.065 0.125 -0.595 1.025 0.057 -0.072 -0.114 -0.190

No. 5
The following is a DFT calculation (ωB97M-V/def2-TZVPD) of C17H18Cl6N4O2STc as an isolated structure.

Values from the calculation:
E	-4267.67182	Eh
Kohn-Sham gap (spin up / spin down)	7.952 / 7.336	eV
net charge	+2
E_HOMO (spin up / spin down)	-13.75 / -13.75	eV
F_max	0.7	eV Å⁻¹
energy relative to the best compared isomer or geometry (same formula, charge and spin)	102.25	kJ/mol
spin multiplicity	4

Positions of all 49 atoms, in Å:
Tc 0.44 -0.19 -0.20
C -0.46 2.66 4.43
O -0.08 2.58 3.03
C -0.10 1.44 2.40
O 0.21 1.42 1.20
N -0.43 0.32 3.07
N -0.49 -0.87 2.34
H -0.47 3.71 4.67
H 0.29 2.16 5.05
H -1.45 2.23 4.59
H -0.55 0.31 4.07
H -1.41 -1.29 2.48
H 0.21 -1.52 2.68
Cl -0.87 -2.12 -3.39
C 0.50 -2.62 -2.46
C 0.89 -1.89 -1.34
C 2.03 -2.36 -0.71
Cl 2.47 -1.30 0.64
C 2.78 -3.44 -1.06
Cl 4.17 -3.87 -0.17
C 2.35 -4.17 -2.18
Cl 3.22 -5.55 -2.67
C 1.21 -3.75 -2.87
Cl 0.70 -4.64 -4.24
Cl 2.71 5.89 -3.83
C 1.49 4.95 -3.07
C 1.64 4.58 -1.75
C 0.64 3.82 -1.14
C -0.49 3.45 -1.85
C -1.54 2.60 -1.19
C -0.63 3.84 -3.17
C 0.35 4.60 -3.79
H 2.52 4.88 -1.19
H 0.75 3.53 -0.10
H -2.55 2.82 -1.53
H -1.50 2.66 -0.11
H -1.52 3.58 -3.74
H 0.24 4.92 -4.82
C -5.13 0.03 -2.42
N -3.79 0.63 -2.28
C -2.80 0.06 -1.65
N -2.95 -1.12 -1.08
S -1.19 0.82 -1.60
H -5.79 0.75 -2.88
H -5.53 -0.24 -1.45
H -5.09 -0.86 -3.06
H -3.60 1.48 -2.79
H -3.72 -1.73 -1.30
H -2.12 -1.55 -0.69

These are the Löwdin partial charges, in e, on atoms 1 to 8: 0.953 0.014 0.047 -0.544 -0.135 0.039 0.042 0.111

Q: Which formula does entry 5 have?
A: C17H18Cl6N4O2STc

Q: Which of these has the highest F_max?
A: C17H18CaF12N2O20S4